The molecule C19H23BrN4O4S, computed with the ωB97M-V functional and the def2-TZVPD basis.

SMILES: CC(C)(C)OC(=O)N1CCC[C@H]1c1nnc(SCC(=O)Nc2ccc(Br)cc2)o1
Net charge: 0
HOMO, eV: -8.787
Orbital gap, eV: 9.3
Maximum force, eV/Å: 1.74
LUMO energy, eV: 0.48

Geometry as XYZ:
```
52
Properties=species:S:1:pos:R:3:forces:R:3:lowdin_charge:R:1
C -1.14015 3.28307 -1.74522 -0.139 -0.417 0.163 -0.02
H -1.65875 4.23319 -1.82950 -0.061 0.108 0.006 0.09
H -0.21532 3.43116 -1.19470 0.132 0.056 0.071 0.08
H -0.89831 2.91946 -2.74072 0.018 -0.008 -0.131 0.09
C -2.02206 2.26910 -1.01600 -0.455 0.529 -0.005 -0.56
C -2.26386 2.71075 0.42476 0.100 -0.238 -0.108 -0.02
H -2.95784 2.03507 0.91613 -0.026 0.040 0.045 0.08
H -1.33018 2.71313 0.98104 0.010 0.058 0.018 0.06
H -2.68170 3.71374 0.42913 -0.040 0.152 -0.054 0.09
C -3.34545 2.06956 -1.75536 0.283 -0.172 0.114 -0.02
H -3.90492 3.00057 -1.76589 -0.051 0.120 -0.014 0.09
H -3.93934 1.30933 -1.25421 -0.069 -0.007 0.017 0.08
H -3.16155 1.75547 -2.78103 0.003 0.008 -0.123 0.09
O -1.25257 1.03998 -1.07723 0.147 0.040 -0.078 0.04
C -1.69188 -0.06878 -0.47378 0.237 -0.355 -0.084 -0.53
O -2.65397 -0.18281 0.25048 -0.408 0.154 0.217 0.10
N -0.88247 -1.11752 -0.77938 0.054 -0.076 -0.007 0.01
C -1.19177 -2.45984 -0.32678 -0.529 0.106 0.146 -0.19
C -0.59591 -2.69028 1.02127 0.227 -0.587 0.008 -0.27
N 0.01758 -3.74179 1.45133 -0.584 -0.106 -1.454 0.11
N 0.41935 -3.49261 2.71392 0.381 0.705 1.549 0.05
C 0.02190 -2.29135 2.99098 0.050 -0.424 -0.298 -0.69
O -0.63463 -1.71527 1.95958 -0.072 -0.048 0.187 0.08
S 0.32559 -1.41301 4.45389 -0.086 0.316 0.314 1.02
C -0.13617 0.26167 3.90241 -0.059 -0.326 0.016 -0.33
C 0.63528 0.85170 2.72216 0.058 -0.306 0.359 -0.50
O 0.28508 1.91470 2.26698 -0.116 0.259 -0.095 0.07
N 1.67253 0.10728 2.26809 0.301 -0.274 0.252 0.12
C 2.35494 0.23734 1.05592 0.087 0.136 -0.356 -0.21
C 2.21416 1.34710 0.22678 -0.082 0.069 0.109 -0.01
C 2.87560 1.39053 -0.98608 0.212 -0.196 -0.109 -0.12
C 3.67982 0.32949 -1.36753 0.075 0.042 -0.208 -0.70
C 3.84076 -0.77514 -0.54693 0.021 0.103 -0.105 -0.13
C 3.17724 -0.81829 0.66314 -0.088 0.136 0.039 -0.02
H 3.29105 -1.68150 1.30399 -0.012 -0.110 0.076 0.12
H 4.47223 -1.59456 -0.85287 0.045 -0.062 -0.025 0.11
Br 4.56579 0.37838 -3.05216 -0.087 -0.003 0.169 0.72
H 2.76126 2.24566 -1.63379 -0.011 0.063 -0.054 0.11
H 1.58004 2.16326 0.52742 -0.013 0.022 0.014 0.10
H 1.91966 -0.71588 2.80700 -0.159 0.224 -0.066 0.09
H 0.00286 0.90098 4.77541 -0.008 -0.028 -0.047 0.09
H -1.19578 0.27149 3.63819 0.134 0.099 -0.013 0.10
C -0.54285 -3.36419 -1.37440 0.095 0.037 0.098 -0.11
H -0.27291 -4.32766 -0.95080 -0.055 -0.054 -0.061 0.11
H -1.22533 -3.50727 -2.21132 -0.074 -0.001 0.021 0.12
C 0.67240 -2.54203 -1.80544 -0.120 0.071 0.011 -0.14
H 1.05387 -2.83532 -2.78040 0.071 0.000 -0.008 0.12
C 0.14720 -1.10711 -1.80215 0.348 0.251 -0.361 -0.11
H 0.91497 -0.36961 -1.56274 -0.012 -0.088 -0.099 0.10
H -0.29488 -0.84015 -2.76900 0.094 -0.001 0.019 0.13
H 1.46956 -2.65249 -1.06976 0.048 0.000 -0.008 0.10
H -2.28013 -2.57868 -0.24482 0.188 -0.014 -0.067 0.17
```
Forces are in eV/Å.